This record from the OMol25 dataset describes 2 unconnected molecules or ions with the total composition C15H31N4O2P. The level of theory is ωB97M-V with the def2-TZVPD basis set.

Element x y z (Å)
C 2.15542 3.00906 -1.65242
C 1.29163 1.85302 -1.15866
N 0.31183 1.33484 -2.12870
C -0.74457 0.66307 -1.31011
C -1.78828 -0.18565 -2.02731
C -2.99641 -0.59895 -1.18905
C -4.33378 0.00828 -1.62607
C -4.72667 1.39538 -1.08916
N -3.75872 2.47258 -1.31884
P -2.82817 -0.60562 0.50832
O -3.88225 -1.19211 1.39383
C 0.90792 0.39974 -3.03541
C 0.33258 0.39400 -4.41917
O 1.88061 -0.27292 -2.73025
H 1.79383 3.35712 -2.62238
H 3.20073 2.72345 -1.78153
H 2.11961 3.85833 -0.97025
H 1.90757 0.99807 -0.86089
H 0.71638 2.14781 -0.27939
H -0.20467 0.00664 -0.60725
H -1.23931 1.43707 -0.72654
H -2.13244 0.36358 -2.90960
H -1.27121 -1.08038 -2.42739
H -5.15442 -0.66239 -1.34233
H -4.35909 0.04583 -2.72641
H -4.89611 1.32151 -0.00994
H -5.69143 1.68251 -1.52493
H -3.20788 2.30078 -2.14934
H -3.12332 2.55492 -0.53795
H -2.51857 0.68418 1.10886
H -1.51926 -1.15754 0.72410
H -0.73272 0.60382 -4.39949
H 0.54163 -0.54412 -4.92868
H 0.82093 1.21202 -4.95867
C 1.33687 -1.86335 5.67670
C 2.59438 -2.00967 4.84327
N 2.37924 -1.60976 3.43986
C 1.46095 -0.69608 2.97246
C 1.62869 -0.61641 1.63079
N 2.63974 -1.48660 1.29317
C 3.07614 -2.06704 2.40411
C 3.13091 -1.74685 -0.06698
H 0.50463 -2.41539 5.24115
H 1.53105 -2.26429 6.67014
H 1.04472 -0.82130 5.79663
H 2.92400 -3.04734 4.82189
H 3.40649 -1.40468 5.24613
H 0.76496 -0.19164 3.61567
H 1.10858 -0.05545 0.87451
H 3.86296 -2.79979 2.45900
H 3.02128 -2.80544 -0.28989
H 4.17519 -1.45198 -0.13700
H 2.53786 -1.17490 -0.77859

Values from the calculation:
Energy above the lowest of the compared OMol25 structures with the same formula, charge and spin   52.0 kJ/mol
Orbital gap   4.3135 eV
Net charge   0
E_HOMO   -0.1816 Eh

This record from the OMol25 dataset describes a molecular structure, C9H18N4OPdTe4. The level of theory is ωB97M-V with the def2-TZVPD basis set.

Element x y z (Å)
Pd 3.31528 -0.26972 -0.06332
Te 2.66277 -2.91709 -0.11102
Te 4.82111 -2.06416 1.23521
Te 5.59579 0.73246 0.77176
Te 3.96977 2.26418 -0.59926
C -2.67146 0.37435 -3.51993
C -2.82865 -0.93947 -2.76251
C -3.43814 -0.71987 -1.38156
C -1.51345 -1.71129 -2.71409
N -0.41148 -0.95645 -2.11417
C -0.18553 -0.55571 -0.86547
N 0.91842 0.14877 -0.83360
N 1.37143 0.16827 -2.11560
N 0.58779 -0.47984 -2.88647
H -3.63079 0.88444 -3.61267
H -2.27327 0.21521 -4.52316
H -1.99109 1.04937 -2.99495
H -3.50465 -1.58678 -3.33059
H -2.88830 0.03764 -0.81755
H -3.45711 -1.64079 -0.79439
H -4.46418 -0.36160 -1.46876
H -1.16609 -1.94138 -3.71926
H -1.61272 -2.64592 -2.16147
H -0.80551 -0.80850 -0.02238
C -0.00835 0.75755 2.99786
C 0.69103 2.00610 3.56145
C 2.17917 1.77254 3.22071
O 2.24548 0.53447 2.52421
C 1.13472 -0.24408 2.93013
H -0.38101 0.95499 1.99059
H -0.84004 0.42131 3.61674
H 0.54774 2.07907 4.63950
H 0.31050 2.92419 3.11642
H 2.79100 1.72336 4.12742
H 2.59756 2.53608 2.56502
H 1.32042 -0.69666 3.91403
H 1.01185 -1.04502 2.20112

Values from the calculation:
Orbital gap (alpha / beta)   6.3089 / 4.7639 eV
Net charge   0
2S+1   3
E_HOMO (alpha / beta)   -0.2485 / -0.2452 Eh

This record from the OMol25 dataset describes C20H24N2O5S in the gas phase. The level of theory is ωB97M-V with the def2-TZVPD basis set.

Element x y z (Å)
C -5.14981 -3.02239 -0.38467
H -5.76725 -3.77503 0.10285
O -3.91262 -3.05245 0.28936
C -2.93887 -2.19240 -0.09408
C -1.74286 -2.26773 0.62816
C -0.69384 -1.42240 0.33598
C -0.84306 -0.48814 -0.67451
C -2.00379 -0.42146 -1.41789
C -3.05746 -1.27012 -1.13274
H -3.95965 -1.20094 -1.71824
H -2.06935 0.30751 -2.20907
S 0.48526 0.63249 -1.07989
O 1.71338 -0.10585 -1.24954
O 0.08087 1.42082 -2.20818
N 0.72481 1.70814 0.21219
C 2.11940 1.76142 0.59368
C 2.61255 0.39524 1.07511
O 1.85546 -0.33715 1.69563
N 3.90227 0.05999 0.87267
C 4.86930 0.74501 0.04141
H 4.61194 1.79126 -0.10098
C 4.96914 0.01291 -1.30558
H 5.73776 0.46009 -1.93808
O 5.35129 -1.32927 -1.10377
C 4.40549 -1.99913 -0.29747
H 4.75640 -3.02783 -0.20274
C 4.29039 -1.32747 1.07514
H 3.52808 -1.81441 1.68219
H 5.25423 -1.35093 1.59270
H 3.41919 -1.97694 -0.78198
H 3.99093 0.05646 -1.80432
H 5.83745 0.68943 0.55335
H 2.65636 2.09249 -0.29359
H 2.23994 2.49820 1.39318
C -0.25189 1.71237 1.28540
C -1.64849 1.86809 0.75409
C -1.90808 2.71552 -0.31530
C -3.19717 2.85125 -0.79885
C -4.24068 2.15682 -0.21018
C -3.99104 1.32916 0.87104
C -2.70174 1.18575 1.35038
H -2.50768 0.53107 2.18774
H -4.80100 0.79156 1.34252
H -5.24641 2.26455 -0.58960
H -3.38779 3.50320 -1.63819
H -1.09182 3.24574 -0.77831
H -0.18065 0.80907 1.90361
H -0.01541 2.57569 1.92194
H 0.23155 -1.46847 0.88816
H -1.66729 -2.99951 1.41650
H -5.63089 -2.04377 -0.29462
H -5.03688 -3.27752 -1.44260

Values from the calculation:
Energy above the lowest of the compared OMol25 structures with the same formula, charge and spin   246.6 kJ/mol
SMILES   COc1ccc(S(=O)(=O)N(CC(=O)N2CCOCC2)Cc2ccccc2)cc1
Orbital gap   9.3476 eV
Net charge   0
E_HOMO   -0.3173 Eh

This record from the OMol25 dataset describes C5H8O in the gas phase. The level of theory is ωB97M-V with the def2-TZVPD basis set.

Element x y z (Å)
C 2.76966 0.31624 -0.72234
C 1.64889 -0.04794 -0.16267
C 0.53326 -0.43901 0.39542
C -0.77919 -0.63176 -0.33206
C -1.93650 0.01902 0.42254
O -1.80911 1.42161 0.50022
H 0.56569 -0.67002 1.46436
H 3.45657 -0.42450 -1.12157
H 3.04562 1.36327 -0.80193
H -0.71387 -0.20358 -1.33794
H -0.98080 -1.70609 -0.43820
H -2.88386 -0.17267 -0.09195
H -2.00713 -0.43409 1.42665
H -0.90922 1.60952 0.79945

Values from the calculation:
Energy above the lowest of the compared OMol25 structures with the same formula, charge and spin   193.5 kJ/mol
SMILES   C=C=CCCO
Orbital gap   10.6769 eV
Net charge   0
E_HOMO   -0.3575 Eh

This record from the OMol25 dataset describes a molecular structure, C25H46CeI2N5Si3. The level of theory is ωB97M-V with the def2-TZVPD basis set.

Element x y z (Å)
Ce 0.63166 -0.33557 0.06761
C 3.92895 0.98032 -0.48180
C 3.03898 1.61011 -1.54283
N 1.68464 1.91316 -1.02664
C 1.65598 3.06964 -0.11584
C 1.73156 2.71857 1.35532
C 1.85444 3.74371 2.27650
C 1.92536 3.42856 3.62382
C 1.91494 2.09594 4.00034
C 1.78666 1.12339 3.02126
C 1.78767 -0.33125 3.44351
N 1.83908 -1.31226 2.34288
C 3.21620 -1.75388 2.01975
C 4.01182 -0.67728 1.30091
N 3.37271 -0.28993 0.02632
N 1.65414 1.43084 1.72336
H 4.01561 1.66620 0.36157
H 4.93193 0.84648 -0.89563
H 2.93156 0.92944 -2.38745
H 3.53086 2.51753 -1.90574
H 1.11310 2.15252 -1.83137
H 0.72960 3.62588 -0.27736
H 2.47475 3.76149 -0.33955
H 1.89311 4.77149 1.93992
H 2.00474 4.21114 4.36651
H 2.00692 1.81184 5.04050
H 0.87757 -0.50446 4.02223
H 2.62610 -0.47970 4.13221
H 1.35920 -2.14026 2.68314
H 3.14192 -2.63997 1.38697
H 3.75795 -2.03939 2.92669
H 5.03462 -1.03185 1.14941
H 4.06499 0.21130 1.93087
H 3.59336 -1.01700 -0.65243
C -4.51859 0.87919 1.03476
Si -2.67342 0.57258 1.19350
C -2.25347 -0.27112 2.84307
C -1.81403 2.27010 1.32764
C -1.85165 -0.41304 -0.19370
Si -2.18922 -2.27600 -0.11821
C -3.93547 -2.78986 0.34252
C -1.70644 -3.13963 -1.73481
C -0.97474 -3.04306 1.17009
Si -2.17538 0.31969 -1.88531
C -2.05296 2.21290 -1.95842
C -3.75710 -0.18399 -2.76970
C -0.69635 -0.18346 -3.03225
C -0.84349 -0.11404 -4.41621
C 0.19148 -0.48189 -5.25845
C 1.37570 -0.93567 -4.68992
C 1.46814 -0.96474 -3.31605
N 0.47742 -0.58595 -2.49102
H -4.89692 1.43194 1.89742
H -5.08678 -0.05007 0.96105
H -4.73942 1.47224 0.14343
H -2.56381 0.35185 3.68443
H -1.17209 -0.43388 2.93098
H -2.75312 -1.23596 2.95170
H -1.91247 2.67681 2.33666
H -2.24722 2.99950 0.64275
H -0.74539 2.19530 1.10380
H -4.65083 -2.42751 -0.39922
H -4.23399 -2.39322 1.31555
H -4.02597 -3.87702 0.38628
H -2.40677 -2.89932 -2.53813
H -1.73296 -4.22401 -1.60281
H -0.70583 -2.87164 -2.07908
H -1.06935 -2.57717 2.15343
H 0.07463 -2.98878 0.84368
H -1.19781 -4.10334 1.30206
H -2.93113 2.67695 -1.50439
H -2.00930 2.54976 -2.99640
H -1.17035 2.59641 -1.43876
H -4.61807 -0.00618 -2.12106
H -3.76253 -1.24203 -3.03683
H -3.91767 0.39247 -3.68306
H -1.78924 0.22010 -4.82350
H 0.08037 -0.42762 -6.33339
H 2.20888 -1.25869 -5.29817
H 2.38023 -1.31974 -2.84448
I 2.26645 -3.94109 -1.24092
I 1.13537 -6.22483 -0.44548

Values from the calculation:
Orbital gap (alpha / beta)   6.3648 / 6.3388 eV
Net charge   +2
2S+1   2
E_HOMO (alpha / beta)   -0.4837 / -0.4827 Eh

This record from the OMol25 dataset describes C7H12 in the gas phase. The level of theory is ωB97M-V with the def2-TZVPD basis set.

Element x y z (Å)
C -1.99970 0.24337 -0.96326
C -0.87361 1.11357 -0.30125
C -0.28205 2.20210 -0.83369
C -0.49967 0.73162 1.14444
C 0.63645 -0.34344 1.36379
C 0.83609 -1.27698 0.40390
C 2.14152 -1.87345 -0.02521
H -1.95817 -0.71727 -0.41394
H -2.90434 0.81711 -1.01481
H -1.69910 0.18217 -2.03438
H -0.35062 2.24299 -1.93979
H 0.20884 3.03927 -0.35351
H -1.28690 0.17264 1.70715
H -0.18470 1.68494 1.57538
H 1.06586 -0.24541 2.36330
H -0.11712 -1.56858 -0.17544
H 3.11616 -1.46525 0.31591
H 2.08084 -1.99683 -1.10150
H 2.07019 -2.94260 0.28291

Values from the calculation:
Energy above the lowest of the compared OMol25 structures with the same formula, charge and spin   290.9 kJ/mol
SMILES   C=C(C)C/C=C/C
Orbital gap   9.3206 eV
Net charge   0
E_HOMO   -0.3030 Eh

These records have max |F| values of 0.979, 0.434, 0.805, 0.402, 0.524, 3.463 eV Å⁻¹, in the order they appear.
These records have E values of -1300.8648, -1847.9231, -1660.3905, -270.4842, -3192.7270, -273.7978 Ha, in the order they appear.